Entry 1:
Entry from the Open Molecules 2025 dataset: a cluster of 11 separate species, C10H40ClN20O14 in total in a non-equilibrium geometry (ωB97M-V/def2-TZVPD).

Atoms and positions in Å:
Cl  0.11308  0.15715  0.21195
O  0.16793  -1.28718  0.44410
O  1.24915  0.57847  -0.58176
O  -1.11743  0.48729  -0.46660
O  0.16502  0.97020  1.45771
C  -4.00622  1.83565  -2.57386
O  -4.72148  2.41564  -3.41296
N  -3.32958  0.75668  -2.72107
N  -3.80535  2.40765  -1.50705
H  -2.70447  0.57325  -1.94927
H  -3.22287  0.29913  -3.61514
H  -4.30237  3.23863  -1.21976
H  -3.10614  1.94886  -0.94073
C  4.39884  0.67526  3.70806
O  5.57061  1.04252  3.78570
N  4.05228  -0.37454  4.23944
N  3.48148  1.28522  3.05988
H  4.68192  -0.93192  4.79889
H  3.22419  -0.90018  3.99848
H  2.53879  0.96216  2.89539
H  3.80978  2.19203  2.75985
C  -2.95011  -3.12505  1.19790
O  -2.98665  -4.37877  1.13813
N  -2.30567  -2.41986  2.11230
N  -3.63911  -2.29599  0.42188
H  -1.89557  -2.93133  2.88062
H  -1.98122  -1.50375  1.83737
H  -4.12276  -2.67885  -0.37788
H  -3.58548  -1.31298  0.64750
C  3.19142  -0.10693  -3.98587
O  4.19829  -0.06172  -3.30903
N  2.11481  0.67955  -3.83813
N  2.96811  -0.88238  -4.98190
H  1.40031  0.54662  -4.53951
H  2.01377  1.42412  -3.16322
H  2.09424  -0.82051  -5.48453
H  3.70734  -1.50189  -5.28162
C  0.99718  4.08997  -2.84424
O  2.13550  3.67328  -2.76244
N  -0.04302  3.43348  -2.42953
N  0.62837  5.31709  -3.09633
H  -0.91849  3.93395  -2.48591
H  0.13064  2.55047  -1.97100
H  1.28036  6.07828  -3.22120
H  -0.35689  5.42647  -3.28970
C  -0.81203  4.29662  2.88199
O  -1.23263  5.39334  2.86343
N  -0.28082  3.77344  1.86613
N  -0.92203  3.53203  3.89608
H  -0.04948  2.80245  2.02026
H  0.29851  4.33828  1.26161
H  -0.94522  3.96701  4.80731
H  -1.04410  2.53039  3.93983
C  -0.74269  -1.46187  -3.60011
O  -1.31415  -2.52500  -3.82511
N  -1.00010  -0.36127  -4.20893
N  0.24025  -1.41719  -2.80723
H  -1.82191  -0.41192  -4.79387
H  -0.42093  0.46318  -4.13855
H  0.54395  -2.31096  -2.44800
H  0.81043  -0.58686  -2.73266
C  -3.36042  1.04963  3.41416
O  -2.57518  0.73009  4.27462
N  -3.20329  1.31466  2.11884
N  -4.55716  1.52920  3.73295
H  -2.27312  1.09825  1.79015
H  -3.89584  1.71869  1.50465
H  -4.82187  1.42923  4.70250
H  -5.03193  1.78219  2.87814
C  2.09063  -4.30308  -1.88103
O  1.69847  -3.73453  -2.89405
N  2.48762  -5.56525  -2.00125
N  1.99141  -3.87308  -0.63200
H  2.76808  -6.12481  -1.20858
H  2.42215  -5.95611  -2.93025
H  2.61326  -4.13294  0.12026
H  1.58279  -2.95398  -0.54045
C  2.17637  -3.15241  3.09189
O  2.77070  -2.35337  2.38448
N  2.59827  -3.52690  4.25053
N  0.96645  -3.52414  2.83910
H  2.11504  -4.16616  4.86529
H  3.53457  -3.22094  4.47378
H  0.82667  -3.18668  1.89746
H  0.55678  -4.36447  3.22135

Results
- frontier orbital gap (eV) = 8.82
- LUMO level (eV) = 1.989
- maximum force (eV/Å) = 11.09
- net charge = -1

=====

Entry 2:
Entry from the Open Molecules 2025 dataset: a structure of composition C16H15AuCl3N4O4S2 in a non-equilibrium geometry (ωB97M-V/def2-TZVPD).

Atoms and positions in Å:
Au  0.60295  1.16365  0.35378
Cl  3.00354  -4.45143  -4.36742
C  2.85342  -3.03491  -3.43159
C  1.60887  -2.73950  -2.85005
C  1.47765  -1.60428  -2.10819
Cl  -0.04416  -1.20259  -1.41978
C  2.59006  -0.68780  -1.89051
O  2.49570  0.34509  -1.20944
C  3.84585  -1.06308  -2.53171
Cl  5.17242  -0.01434  -2.31543
C  3.96816  -2.20135  -3.27547
H  0.77251  -3.40625  -3.00361
H  4.90788  -2.46239  -3.74040
N  0.95891  0.65957  2.43565
C  0.32492  -0.53249  2.97033
C  -0.32094  -0.48825  4.19477
C  -0.93565  -1.63007  4.68615
C  -0.87491  -2.80383  3.95485
C  -0.22219  -2.84996  2.73046
C  0.37118  -1.70652  2.23113
S  -1.63994  -4.26537  4.57927
O  -2.19298  -4.98158  3.44907
O  -2.50767  -3.87772  5.64573
O  -0.57212  -5.17878  5.08638
H  0.64127  1.48337  2.93567
H  1.96436  0.60191  2.57982
H  -0.35912  0.43387  4.76164
H  -1.46438  -1.60930  5.62921
H  -0.20518  -3.76933  2.16011
H  0.85488  -1.71540  1.26339
C  -4.30211  3.52769  -2.45846
C  -3.38410  4.40397  -1.60680
C  -1.99295  3.86060  -1.54607
N  -1.60036  2.96951  -0.71225
N  -0.28969  2.61289  -0.90317
C  0.29833  3.22942  -1.90178
N  1.56967  3.01014  -2.26804
S  -0.75434  4.35191  -2.67927
H  -5.31034  3.93849  -2.47262
H  -4.34978  2.51672  -2.05543
H  -3.94830  3.46786  -3.48858
H  -3.75145  4.46930  -0.58271
H  -3.35572  5.42159  -1.99992
H  2.10828  2.29325  -1.80195
H  1.98753  3.51570  -3.02675

Results
- frontier orbital gap (spin up / spin down) (eV) = 9.27 / 6.00
- 2S+1 = 3
- LUMO level (spin up / spin down) (eV) = -2.462 / -5.936
- maximum force (eV/Å) = 1.25
- ⟨S²⟩ = 2.0469
- net charge = +1

=====

Entry 3:
Entry from the Open Molecules 2025 dataset: the molecule C4H7NO2 (ωB97M-V/def2-TZVPD).

Atoms and positions in Å:
C  0.04768  -1.43498  -1.03296
N  1.32656  -1.14424  -0.41737
C  1.65546  -0.12636  0.24117
O  1.03848  1.04556  0.57881
C  -0.27986  1.33911  0.19408
C  -1.32389  0.63116  1.03056
O  -1.07048  -0.09118  1.95952
H  -0.77658  -1.43454  -0.30965
H  -0.19668  -0.74775  -1.85185
H  0.09631  -2.43886  -1.46366
H  2.66117  -0.07552  0.65898
H  -0.46649  1.14943  -0.86896
H  -0.40795  2.41775  0.35118
H  -2.37097  0.83859  0.71811

Results
- frontier orbital gap (eV) = 10.42
- LUMO level (eV) = 0.763
- maximum force (eV/Å) = 0.56

=====

Entry 4:
Entry from the Open Molecules 2025 dataset: a structure of composition C29H49AuN2OP2S in a non-equilibrium geometry (ωB97M-V/def2-TZVPD).

Atoms and positions in Å:
Au  -0.76776  0.09715  -1.72019
P  -0.38767  -2.32853  -1.75627
P  -0.39687  2.51081  -1.47267
N  1.25184  0.15053  -2.56887
C  1.23320  -2.35665  -2.59708
H  1.84297  -3.17775  -2.16733
H  1.07907  -2.59352  -3.65800
C  1.99828  -1.07644  -2.46998
H  2.54922  -1.01245  -1.46367
H  2.82446  -1.00826  -3.26669
C  1.99242  1.34891  -2.33786
H  2.81066  1.38339  -3.14630
H  2.55595  1.17414  -1.35200
C  1.22310  2.63837  -2.30388
H  1.06873  3.00229  -3.32995
H  1.83315  3.40011  -1.77316
C  -0.20453  3.29403  0.18332
C  -1.43157  3.13439  1.09109
H  -1.14800  3.38283  2.11213
H  -1.78956  2.08168  1.10460
H  -2.24963  3.77615  0.76490
C  -1.56231  3.45561  -2.52000
C  -2.94046  3.60700  -1.86775
H  -3.65571  3.90265  -2.65816
H  -2.95130  4.38383  -1.09328
H  -3.31355  2.66189  -1.43512
C  -1.55056  -3.12741  -2.91987
C  -2.93019  -3.35884  -2.29521
H  -3.64455  -3.55496  -3.11792
H  -3.30571  -2.47619  -1.74916
H  -2.94322  -4.22800  -1.62544
C  -0.19712  -3.31705  -0.21402
C  -1.42172  -3.25236  0.70761
H  -1.14799  -3.63889  1.68916
H  -2.25277  -3.82966  0.30182
H  -1.76015  -2.20543  0.86007
C  -2.44144  0.03814  -0.76439
C  -0.99823  4.79812  -2.98858
H  -0.90969  5.51939  -2.16873
H  -0.02914  4.70162  -3.48597
H  -1.71260  5.21118  -3.73656
C  -0.99401  -4.40126  -3.56050
H  -1.71370  -4.71183  -4.35410
H  -0.02703  -4.24720  -4.04700
H  -0.90882  -5.22319  -2.84240
C  0.20666  -4.78399  -0.44572
H  0.53649  -5.20627  0.51832
H  -0.66365  -5.37319  -0.77298
H  1.01677  -4.89301  -1.16018
C  0.22306  4.77245  0.14650
H  -0.64203  5.40989  -0.09898
H  0.55731  5.05750  1.15696
H  1.03145  4.96421  -0.55015
H  0.61915  2.68945  0.62560
H  0.64026  -2.79592  0.30148
H  -1.66664  2.81025  -3.39873
H  -1.65231  -2.37418  -3.70748
O  -3.44579  0.00971  -0.21114
H  0.26585  0.14651  -3.29384
H  -0.77558  0.14079  -3.56965
N  0.54623  0.00653  0.86898
S  0.12788  -0.15240  2.31321
C  0.84544  -1.58209  3.12163
C  0.14982  -2.28335  4.08751
C  0.71291  -3.40399  4.71228
C  1.99938  -3.80767  4.33658
C  2.70849  -3.10832  3.36883
C  2.14187  -1.98279  2.76285
C  0.72480  1.18902  3.33984
C  1.98463  1.73550  3.05034
C  2.45240  2.81816  3.81281
C  1.68526  3.31361  4.85010
C  0.43359  2.75956  5.15390
C  -0.03357  1.69175  4.38019
H  1.56733  -0.00661  0.79189
H  -0.85892  -1.93427  4.35858
H  0.16487  -3.93508  5.46431
H  2.46131  -4.68712  4.82704
H  3.72526  -3.41583  3.07124
H  2.70006  -1.40264  2.00471
H  2.58617  1.31590  2.22617
H  3.44101  3.24428  3.56607
H  2.07102  4.15666  5.46203
H  -0.15683  3.13896  5.96239
H  -1.00687  1.22970  4.57989

Results
- frontier orbital gap (spin up / spin down) (eV) = 7.14 / 5.58
- 2S+1 = 3
- LUMO level (spin up / spin down) (eV) = -5.484 / -8.473
- maximum force (eV/Å) = 5.84
- ⟨S²⟩ = 2.0155
- net charge = +2

=====

Number 1: energy -82008.2064 eV. Number 2: energy -93907.1275 eV. Number 3: energy -9844.9238 eV. Number 4: energy -68981.8036 eV.